Molecular formula: C4H11NOS
Method: DFT, ωB97M-V with the def2-TZVPD basis set

Output
Largest force on an atom = 0.0152 Eh/bohr
Energy relative to the best compared isomer or geometry (same formula, charge and spin) = 27.0 kJ/mol
Kohn-Sham gap = 9.42 eV

Cartesian coordinates (Å):
C  -0.45750  2.02185  -1.46074
C  -1.39254  1.12083  -0.67838
N  -2.13021  1.73583  0.28386
O  -1.41988  -0.08098  -0.84953
H  0.39092  2.37588  -0.85034
H  -0.92687  2.92926  -1.84719
H  -0.00835  1.42849  -2.24272
H  -2.79772  1.21786  0.82903
H  -1.97046  2.68166  0.57967
C  0.31097  -2.20952  1.17284
C  1.34501  -1.44899  0.35410
S  2.97861  -1.33583  1.11533
H  0.07669  -1.68984  2.10098
H  0.59565  -3.23691  1.37777
H  -0.57456  -2.21877  0.54398
H  1.46320  -1.96403  -0.59793
H  0.89629  -0.48996  0.11635
H  3.62074  -0.83682  0.05293



Molecular formula: C4H11NOS
Method: DFT, ωB97M-V with the def2-TZVPD basis set

Output
Largest force on an atom = 0.0968 Eh/bohr
Energy relative to the best compared isomer or geometry (same formula, charge and spin) = 453.4 kJ/mol
Kohn-Sham gap = 7.86 eV

Cartesian coordinates (Å):
O  1.47678  -1.74401  -0.33132
C  0.31937  -1.75165  0.03779
C  -0.82361  -1.62616  -0.94923
N  -0.33006  -1.49298  -2.33038
H  0.09360  -1.93543  1.09852
H  -1.55040  -2.41754  -0.76823
H  -1.31928  -0.69453  -0.67485
H  -1.00004  -1.87181  -2.97574
H  -0.15560  0.83763  -0.58273
H  0.57464  -1.91970  -2.38687
C  0.59472  2.91984  0.15224
C  0.64758  1.70324  1.05524
S  -0.91435  0.76675  1.26677
H  0.01810  3.75287  0.59864
H  0.11995  2.67110  -0.83673
H  1.59892  3.30049  -0.04665
H  0.80646  2.06853  2.09098
H  1.51575  1.08277  0.80437



Copy entry 1 word for word.
Molecular formula: C4H11NOS
Method: DFT, ωB97M-V with the def2-TZVPD basis set

Output
Largest force on an atom = 0.0152 Eh/bohr
Energy relative to the best compared isomer or geometry (same formula, charge and spin) = 27.0 kJ/mol
Kohn-Sham gap = 9.42 eV

Cartesian coordinates (Å):
C  -0.45750  2.02185  -1.46074
C  -1.39254  1.12083  -0.67838
N  -2.13021  1.73583  0.28386
O  -1.41988  -0.08098  -0.84953
H  0.39092  2.37588  -0.85034
H  -0.92687  2.92926  -1.84719
H  -0.00835  1.42849  -2.24272
H  -2.79772  1.21786  0.82903
H  -1.97046  2.68166  0.57967
C  0.31097  -2.20952  1.17284
C  1.34501  -1.44899  0.35410
S  2.97861  -1.33583  1.11533
H  0.07669  -1.68984  2.10098
H  0.59565  -3.23691  1.37777
H  -0.57456  -2.21877  0.54398
H  1.46320  -1.96403  -0.59793
H  0.89629  -0.48996  0.11635
H  3.62074  -0.83682  0.05293